{"formula": "C6H10", "method": "wB97M-V/def2-TZVPD", "smiles": "C=CC=C(C)C", "homo_energy_ev": -8.3, "energy_ev": -6382.66276, "species": ["C", "C", "C", "C", "C", "C", "H", "H", "H", "H", "H", "H", "H", "H", "H", "H"], "coordinates": [[1.5042, -0.7895, -0.5638], [0.4404, 0.2967, -0.5646], [-0.9779, -0.7261, 1.1671], [-2.0352, -0.7421, 1.9776], [0.7376, 1.4386, -1.5190], [-0.5477, 0.3930, 0.3239], [-0.0069, 2.2249, -1.4093], [-1.2303, 1.2377, 0.3013], [0.4367, 0.9986, -2.4812], [-0.2032, -1.4706, 1.3123], [2.2826, -0.5602, -1.2803], [1.8045, -0.9831, 0.4665], [-2.8506, -0.0577, 1.7805], [1.7409, 1.8372, -1.4615], [1.0175, -1.7113, -0.8874], [-2.1127, -1.3861, 2.8378]], "forces_ev_per_angstrom": [[-1.734, -0.346, 0.002], [1.590, 1.380, 0.519], [1.157, 0.452, 1.071], [-0.113, 0.318, -0.540], [-1.819, -0.840, -0.066], [-1.525, -1.089, -0.839], [0.168, 0.284, 0.327], [0.173, 0.154, -0.059], [0.914, 0.322, -0.338], [-0.030, -0.223, 0.132], [0.378, 0.013, 0.303], [0.596, 0.137, -0.224], [0.014, 0.290, 0.363], [0.231, -0.134, -0.255], [0.191, -0.230, -0.155], [-0.191, -0.487, -0.241]]}